# 1
A cluster of 3 separate species, C25H28BN4O5 in total in a non-equilibrium geometry, computed with the ωB97M-V functional and the def2-TZVPD basis.

As for the net charge: +1. The value obtained for the HOMO-LUMO gap is 0.3254 Ha.

Last column: Löwdin charge in e.
Geometry (Å):
C 0.4451 3.8312 0.5462  -0.0159
B 1.4386 2.6940 1.1388  -0.3677
O 2.3201 2.9291 2.2065  0.1088
C 1.3497 1.2469 0.3775  -0.0638
C 0.6105 0.1364 0.9200  0.0659
N 0.7752 -0.8840 -0.0807  -0.0397
C 0.1137 -2.1922 0.1146  -0.0742
C -1.4420 -1.8925 0.2691  -0.1978
C -2.2530 -2.5606 1.2997  -0.0245
C -3.6929 -2.1890 1.3991  -0.0166
C -4.2824 -1.1782 0.4835  -0.2112
C -5.8076 -0.7704 0.5775  -0.0637
C -3.4552 -0.5331 -0.5801  -0.0156
C -2.0307 -0.8974 -0.6773  -0.0367
C 1.5317 -0.3947 -1.0954  -0.2093
C 1.8829 -1.2153 -2.3797  0.0296
N 1.9390 0.9273 -0.8773  0.1873
H 0.4564 4.7618 1.1695  0.0755
H 0.8187 4.0108 -0.5135  0.0849
H -0.6088 3.4316 0.4164  0.0824
H 1.7893 3.2384 2.9665  0.1256
H 0.0265 0.0381 1.8637  0.1626
H 0.3208 -2.9254 -0.7065  0.1236
H 0.4226 -2.7032 1.0760  0.1425
H -1.7650 -3.3157 1.9629  0.1066
H -4.3249 -2.6893 2.1786  0.1123
H -5.9040 -0.1604 1.5279  0.0889
H -6.4883 -1.6567 0.6489  0.0840
H -6.0872 -0.0613 -0.2574  0.0823
H -3.9147 0.2443 -1.2671  0.0991
H -1.3368 -0.4546 -1.4458  0.1030
H 1.3986 -2.2305 -2.2784  0.0794
H 1.4602 -0.6520 -3.2533  0.1013
H 2.9833 -1.3977 -2.4858  0.1007
H 2.5179 1.5043 -1.4900  0.1870
C 6.8734 0.7304 4.3999  -0.0717
C 7.4182 1.4688 5.4440  -0.0602
C 6.7774 2.6161 5.8923  0.0046
C 5.5900 3.0104 5.2896  -0.1414
C 5.0430 2.2838 4.2419  -0.0063
C 5.6896 1.1394 3.7965  -0.0696
N 4.8939 4.2072 5.7744  -0.3473
O 5.4076 4.8334 6.6814  0.0920
O 3.8350 4.5035 5.2411  0.0621
H 7.3733 -0.1684 4.0556  0.1079
H 8.3417 1.1477 5.9108  0.1119
H 7.2097 3.1843 6.7063  0.1230
H 4.1209 2.5913 3.7671  0.0875
H 5.2694 0.5628 2.9806  0.1024
C -3.0050 -3.5367 -5.9246  -0.0670
C -2.4772 -2.7980 -4.8721  -0.0711
C -3.1498 -1.6784 -4.4026  -0.0084
C -4.3524 -1.3107 -4.9921  -0.1402
C -4.8835 -2.0384 -6.0489  0.0070
C -4.2036 -3.1556 -6.5151  -0.0557
N -5.0793 -0.1432 -4.4829  -0.3395
O -4.5751 0.4872 -3.5640  0.0443
O -6.1443 0.1299 -4.9999  0.0978
H -2.4801 -4.4143 -6.2857  0.1105
H -1.5412 -3.0983 -4.4152  0.1001
H -2.7304 -1.1102 -3.5821  0.0928
H -5.8184 -1.7518 -6.5139  0.1242
H -4.6102 -3.7323 -7.3370  0.1138


# 2
A cluster of 2 separate species, C25H28Cl4O6S in total in a non-equilibrium geometry, computed with the ωB97M-V functional and the def2-TZVPD basis.

As for the net charge: 0. The value obtained for the HOMO-LUMO gap is 0.2600 Ha.

Last column: Löwdin charge in e.
Geometry (Å):
C 2.5610 -2.6339 1.3645  -0.1469
C 1.3600 -1.5298 1.5463  -0.2570
C 1.6842 -0.5400 2.8100  -0.1963
C 2.5167 0.8216 2.4421  -0.3109
C 2.6054 1.8886 3.7271  -0.0850
C 2.0529 1.5760 1.0629  -0.0490
C 3.2378 2.0189 -0.0293  0.0861
C 2.8102 2.7468 -1.4710  -0.2152
O 3.8280 3.1236 -2.5036  -0.3020
C 4.2827 1.9318 -3.2437  -0.2360
C 3.0814 1.0089 -3.8719  -0.1262
C 1.2353 3.0699 -1.8941  -0.0878
C 0.0755 2.6342 -0.8204  0.0071
C 0.5045 1.9074 0.6237  0.0189
C -0.7727 1.5133 1.6294  -0.1912
O -0.7847 1.7394 2.9462  -0.0358
C -2.0815 0.8489 0.8270  -0.0151
C -2.8868 -0.4612 1.4195  0.0481
C -4.1353 -1.0265 0.4649  -0.1259
C -5.0101 -2.3711 0.9019  -0.1590
C -4.4401 -3.5907 -0.0891  -0.2181
C -3.6277 -4.7623 0.7223  -0.2244
S -4.5737 -6.3828 0.3750  0.8041
O -5.8962 -6.4355 1.2169  -0.3657
O -4.8945 -6.5682 -1.1500  -0.3925
O -3.5295 -7.7043 0.7780  -0.2480
C -4.5671 -0.3122 -0.9723  -0.0094
C -3.7449 0.9969 -1.5432  0.0134
C -2.5025 1.5568 -0.6288  -0.0280
C -1.5567 2.8461 -1.1205  -0.1939
O -2.0541 3.9595 -1.6663  -0.0252
H 2.0576 -3.6656 1.1119  0.0740
H 3.2539 -2.2265 0.4867  0.0839
H 3.2256 -2.7873 2.3160  0.0725
H 1.1165 -0.9939 0.5356  0.1033
H 0.3765 -2.1436 1.8314  0.1042
H 0.6822 -0.3698 3.3977  0.1044
H 2.3833 -1.1656 3.5486  0.1205
H 3.6483 0.4830 2.2675  0.1398
H 1.5652 2.0826 4.2305  0.0818
H 3.4355 1.4878 4.4556  0.0845
H 3.0037 2.9040 3.2592  0.0909
H 4.3881 1.7871 0.1920  0.1168
H 4.9271 1.2101 -2.5445  0.1291
H 5.0008 2.2046 -4.1569  0.1395
H 2.1709 1.6199 -4.3114  0.0818
H 2.5994 0.2590 -3.0795  0.0870
H 3.4681 0.3306 -4.7708  0.0887
H 0.9008 3.5482 -2.9110  0.1029
H -2.5800 -0.9538 2.4492  0.1089
H -4.8563 -2.6560 2.0262  0.1160
H -6.1227 -2.2005 0.5800  0.1177
H -3.6692 -3.1268 -0.8734  0.1261
H -5.3382 -4.0033 -0.7562  0.1270
H -2.5315 -4.9251 0.2792  0.1242
H -3.4770 -4.5605 1.8675  0.1217
H -2.8851 -7.8790 0.0085  0.1133
H -5.4427 -0.7855 -1.5874  0.0970
H -3.9650 1.5582 -2.5531  0.1071
C 3.5773 6.6195 -2.2305  -1.9461
Cl 3.9273 7.4632 -0.7007  0.5152
Cl 2.8914 7.7737 -3.4018  0.5128
Cl 5.0838 5.9314 -2.8873  0.5391
Cl 2.4068 5.3099 -1.9321  0.6815


# 3
A cluster of 3 separate species, C25H28ClF2NO7P in total in a non-equilibrium geometry, computed with the ωB97M-V functional and the def2-TZVPD basis.

As for the net charge: +1. The value obtained for the HOMO-LUMO gap is 0.2454 Ha.

Last column: Löwdin charge in e.
Geometry (Å):
C -3.3262 -0.9730 1.2510  -0.0452
C -2.1704 -1.5024 0.3678  -0.4023
C -2.7605 -2.3740 -0.7525  -0.0614
C -1.3940 -0.3629 -0.2913  -0.1334
C -1.0824 0.7917 0.6863  -0.1027
N 0.3087 1.2958 0.6245  0.0492
C 1.2380 0.5746 1.2770  -0.1349
C 0.9286 -0.7251 1.9685  0.0078
C 1.1529 -1.9736 1.1119  -0.4823
O 0.7324 -3.0344 1.4582  0.1654
O 1.9558 -1.8281 0.0159  0.1077
C 2.5498 1.0097 1.2956  0.0935
C 2.9121 2.1798 0.6892  -0.0860
C 4.3608 2.5868 0.7570  -0.5016
O 5.1841 1.8031 0.3814  0.1842
O 4.6237 3.7974 1.2623  0.1155
C 1.9348 2.9118 -0.0005  -0.5058
Cl 2.4334 4.3673 -0.7383  0.8932
C 0.6231 2.4512 -0.0517  -0.1252
P -0.6689 3.3910 -0.9987  0.4457
O -0.0674 4.2808 -1.9769  -0.2650
O -1.5683 4.0593 0.1148  -0.0647
O -1.6207 2.3195 -1.6976  -0.1031
H -4.2184 -1.5705 1.0784  0.0869
H -3.0493 -1.0884 2.2989  0.0567
H -3.5530 0.0681 1.0187  0.0818
H -1.5347 -2.1435 0.9764  0.1023
H -3.6277 -1.8789 -1.1914  0.0871
H -3.1101 -3.3164 -0.3329  0.0888
H -2.0312 -2.5865 -1.5348  0.0818
H -0.4674 -0.6984 -0.7644  0.1109
H -2.0144 0.0255 -1.0977  0.1118
H -1.3068 0.4922 1.7047  0.1265
H -1.7692 1.5996 0.4806  0.0944
H 1.6690 -0.8306 2.7645  0.1523
H -0.0411 -0.7700 2.4533  0.1181
H 1.4891 -1.4675 -0.7469  0.1145
H 3.3030 0.4293 1.8081  0.1593
H 5.3016 4.2117 0.7079  0.1463
H -2.4921 3.7750 0.0554  0.1087
H -1.1035 1.9111 -2.4131  0.1027
F -1.9096 -2.2136 3.4769  0.0026
C -2.3338 -3.4558 3.8564  -0.2701
C -1.4196 -4.4859 3.8743  -0.0139
C -1.8574 -5.7447 4.2610  -0.0688
C -3.1858 -5.9478 4.6096  -0.0827
C -4.0834 -4.8897 4.5768  -0.0731
C -3.6576 -3.6236 4.1999  -0.0188
H -0.3923 -4.3033 3.5892  0.1074
H -1.1573 -6.5682 4.2890  0.1101
H -3.5213 -6.9316 4.9073  0.1068
H -5.1189 -5.0472 4.8452  0.1094
H -4.3376 -2.7823 4.1750  0.1176
F 1.2367 1.8366 -3.5854  0.0104
C 2.0984 2.3678 -4.5068  -0.2753
C 2.3156 3.7272 -4.4760  -0.0272
C 3.1987 4.2750 -5.3956  -0.0692
C 3.8289 3.4600 -6.3265  -0.0827
C 3.5819 2.0937 -6.3364  -0.0728
C 2.7096 1.5319 -5.4140  -0.0187
H 1.7984 4.3354 -3.7456  0.0866
H 3.3915 5.3390 -5.3860  0.1095
H 4.5124 3.8899 -7.0456  0.1066
H 4.0696 1.4600 -7.0641  0.1096
H 2.5094 0.4689 -5.3979  0.1170


no.,molar mass (g mol⁻¹),highest occupied orbital energy (hartree)
1,475.33,-0.424
2,598.37,-0.323
3,558.92,-0.419